Record 1
The following is a quantum chemistry calculation of C48H68N8O2Zr as an isolated structure in a non-equilibrium geometry, from the OMol25 dataset.

Values from the calculation:
* total charge: +2
* Kohn-Sham gap: 7.278 eV
* spin multiplicity: 1

Cartesian coordinates (Å):
Zr1 0.3191 -0.3087 0.3450
O1 0.0603 1.5657 0.8225
O2 0.1657 -1.5539 -1.1318
N1 -1.9937 -0.3864 0.2071
N2 -0.3031 -2.1797 1.8651
N3 2.2789 -0.2491 1.6072
N4 -1.5493 5.2015 -3.4318
N5 1.9443 0.4316 -1.1252
N6 -1.3942 2.8010 -2.0376
N7 3.8798 -0.4544 -0.1114
N8 -3.5962 4.5928 -4.2772
C1 4.5950 -0.4956 2.1622
C2 2.0179 3.3750 1.7095
C3 -2.8432 1.7538 2.9720
C4 0.5965 5.1257 2.7159
C5 1.1429 -4.0012 -2.6833
C6 -2.6568 -3.8453 -3.1302
C7 -1.3127 -4.2023 -3.1448
C8 2.9999 -0.0796 3.8932
C9 2.2305 -3.1459 -2.0237
C10 -0.3571 -3.4564 1.1060
C11 1.4782 -4.0672 -4.1817
C12 -2.5564 3.3959 6.4246
C13 -2.4443 3.0896 -2.7777
C14 3.5522 -0.3997 1.2246
C15 -2.5560 -1.4629 1.0615
C16 -2.3805 -0.5824 -1.2326
C17 -3.7296 1.2942 5.8146
C18 3.2276 0.0944 -1.2059
C19 1.0504 3.6632 2.8618
C20 1.9769 1.0967 -3.4295
C21 3.3305 0.7538 -3.5040
C22 -3.6368 -6.1421 -3.2393
C23 -1.6757 -1.7588 2.2604
C24 -2.0289 1.5236 1.8805
C25 -0.5041 4.8986 -2.6744
C26 -0.6858 -2.3081 -1.8752
C27 -2.0220 -1.8948 -1.8567
C28 1.8319 3.5221 4.1757
C29 -3.3485 -4.7874 -5.3284
C30 3.9619 0.2539 -2.3910
C31 -3.2702 2.6619 5.2901
C32 -0.2252 2.8166 2.8925
C33 -2.5338 4.3061 -3.4943
C34 -5.1070 -4.1892 -3.6743
C35 -2.5521 0.9476 0.6012
C36 -2.3652 2.4548 4.0800
C37 -1.0888 2.9900 3.9873
C38 -0.2879 -3.4730 -2.5372
C39 2.0349 -0.0350 2.9224
C40 4.3135 -0.3509 3.4974
C41 1.3370 0.9176 -2.2305
C42 -0.4111 3.7087 -1.9770
C43 1.2289 -5.4103 -2.0803
C44 -2.9943 -2.6663 -2.4767
C45 -3.6856 -4.7285 -3.8329
C46 -4.4929 3.4865 4.8657
C47 0.4199 -2.5071 3.1183
C48 -0.7021 1.9853 1.8796
H1 -3.3602 -3.7911 -5.7713
H2 -0.0645 5.4234 3.5281
H3 -3.2228 3.4680 7.2835
H4 -4.0218 -2.3311 -2.4473
H5 2.1005 2.4835 4.3713
H6 -4.3621 -6.7815 -3.7419
H7 2.4906 -4.4479 -4.3207
H8 2.1132 -3.0858 -0.9389
H9 -1.9099 0.2490 -1.7749
H10 2.7434 0.0964 4.9267
H11 5.6088 -0.6486 1.8200
H12 2.7538 4.1011 4.1148
H13 1.4728 -2.6891 2.9093
H14 0.8008 -4.7244 -4.7230
H15 -1.0393 -5.1095 -3.6647
H16 -5.8072 -4.8620 -4.1676
H17 0.5401 -6.1060 -2.5548
H18 -0.0126 -3.4107 3.5569
H19 1.4185 -3.0766 -4.6355
H20 5.1078 -0.4106 4.2281
H21 2.8364 4.0946 1.7631
H22 -3.4636 -0.4303 -1.3063
H23 -5.4017 -4.1222 -2.6260
H24 -0.8677 -4.2129 1.7096
H25 5.0074 -0.0207 -2.4181
H26 0.2848 1.1744 -2.1271
H27 -3.5523 -1.1702 1.4099
H28 2.2371 -5.8070 -2.2057
H29 -2.2936 1.6322 -0.2145
H30 1.2763 3.8944 5.0338
H31 -2.8775 0.6926 6.1360
H32 -1.5825 -0.8692 2.8931
H33 -4.0819 -5.4010 -5.8516
H34 1.0037 -5.3954 -1.0119
H35 1.4401 1.4907 -4.2782
H36 -2.6806 -2.3541 0.4447
H37 0.2871 5.6364 -2.6211
H38 -4.1901 4.4506 4.4574
H39 -5.0849 2.9693 4.1108
H40 -1.6581 2.8671 6.7468
H41 3.8800 0.8773 -4.4264
H42 -2.1485 -2.5455 2.8631
H43 0.3199 -1.7045 3.8433
H44 -3.8774 -6.1284 -2.1757
H45 2.4539 2.3783 1.7743
H46 4.8524 -0.6589 -0.2837
H47 -4.3891 1.4258 6.6720
H48 0.0658 5.2764 1.7750
H49 -3.6416 5.5048 -4.6988
H50 1.5400 3.4790 0.7382
H51 1.4646 5.7855 2.7281
H52 -2.6562 -6.6011 -3.3598
H53 -4.2816 0.7331 5.0606
H54 0.6604 -3.7921 0.9096
H55 -5.2211 -3.2067 -4.1339
H56 -4.4226 4.0249 -4.2700
H57 -0.7374 3.6090 4.7986
H58 1.0065 0.2046 3.1772
H59 -3.8696 1.4081 2.9453
H60 -5.1381 3.6683 5.7248
H61 -0.8726 -3.3502 0.1585
H62 -3.6429 0.8525 0.6400
H63 3.1984 -3.6080 -2.2271
H64 -2.2803 4.4126 6.1433
H65 0.4424 3.4833 -1.3508
H66 -2.3661 -5.2249 -5.5039
H67 2.2457 -2.1356 -2.4322
H68 -3.2485 2.3630 -2.8276

Atom charges from the Löwdin analysis, given in e for atoms 1 to 99: 1.889 -0.303 -0.316 -0.232 -0.311 0.002 0.134 0.005 0.032 0.151 0.150 0.028 -0.043 0.020 -0.025 -0.523 -0.140 0.033 -0.036 -0.055 -0.051 -0.030 -0.057 -0.077 -0.268 -0.122 -0.105 -0.042 -0.284 -0.521 -0.013 -0.011 -0.037 -0.162 -0.159 -0.108 -0.254 -0.157 -0.030 -0.035 0.016 -0.558 -0.086 -0.366 -0.062 -0.116 -0.145 0.039 -0.078 -0.170 -0.003 -0.124 -0.153 -0.028 0.036 -0.557 -0.035 -0.075 -0.256 0.093 0.087 0.094 0.113 0.064 0.093 0.093 0.067 0.111 0.126 0.129 0.096 0.097 0.083 0.108 0.093 0.085 0.109 0.094 0.131 0.096 0.142 0.088 0.116 0.128 0.082 0.145 0.095 0.103 0.083 0.088 0.120 0.093 0.079 0.124 0.124 0.114 0.095 0.080 0.090

Record 2
The following is a quantum chemistry calculation of C48H68O3P3SSiV as an isolated structure, from the OMol25 dataset.

Values from the calculation:
* total charge: +2
* <S²>: 2.11
* Kohn-Sham gap (spin up / spin down): 8.085 / 7.868 eV
* spin multiplicity: 3

Cartesian coordinates (Å):
V1 -0.4464 -0.0234 0.2591
S1 -2.6237 -0.7481 2.3811
P1 1.7448 -1.2129 1.0427
P2 -1.6031 -1.1274 -1.7331
P3 1.2087 3.6059 -0.3708
Si1 1.2587 0.2768 -1.6268
O1 -1.3932 -1.3053 1.6468
O2 -0.4320 1.2902 2.0916
O3 -1.3011 1.7621 -0.3011
C1 -5.8707 -3.7667 1.5590
C2 1.8814 -3.6049 -0.3291
C3 -2.6663 -2.5577 -1.2086
C4 0.8451 -3.7232 1.9995
C5 1.4316 2.7844 -4.9257
C6 -6.1074 -2.4148 1.3650
C7 0.9065 -1.1404 -2.8434
C8 -2.2292 -0.9192 4.0995
C9 -5.1072 -1.4933 1.6483
C10 5.4173 -0.0273 -1.4363
C11 0.3494 -3.1656 -4.7064
C12 -2.1100 0.9940 -3.5610
C13 3.0277 -0.0263 -1.0679
C14 3.3276 5.5420 -0.3975
C15 -2.7788 -0.0924 -2.7235
C16 -3.8891 -1.9523 2.1289
C17 2.5746 0.8237 2.7261
C18 1.8977 -1.6297 -3.6976
C19 1.6290 -2.6344 -4.6138
C20 -3.6424 -3.3053 2.3362
C21 3.9497 3.1387 -0.1163
C22 3.2288 -0.7441 0.1117
C23 1.3442 3.2223 -2.1639
C24 -1.7905 -3.7339 -0.7927
C25 1.8806 -3.0530 1.0988
C26 -0.9550 -1.8680 5.8755
C27 -2.7135 -0.2856 6.3510
C28 2.0133 -0.6042 2.7806
C29 -3.9142 0.4529 -1.8565
C30 -1.1792 4.9979 -0.9399
C31 -1.7041 -1.1333 6.7870
C32 -4.6427 -4.2128 2.0442
C33 -3.7862 -3.0137 -2.1459
C34 -0.3692 -1.7137 -2.9218
C35 0.1105 5.6806 1.1023
C36 -1.2142 -1.7659 4.5179
C37 2.8874 4.1969 0.1721
C38 1.4717 4.2810 -3.0657
C39 4.5156 -1.1146 0.5079
C40 1.3082 1.7220 -4.0433
C41 4.1398 0.3249 -1.8359
C42 1.2638 1.8968 -2.6535
C43 -2.9799 -0.1690 4.9946
C44 5.6061 -0.7487 -0.2622
C45 0.2147 5.1812 -0.3389
C46 -0.6474 -2.7052 -3.8629
C47 1.5182 4.0746 -4.4341
C48 2.8944 -1.4506 3.7001
H1 1.0843 5.8845 1.5465
H2 3.7031 2.1619 0.3008
H3 1.6155 4.9163 -5.1057
H4 -1.4986 -1.2211 7.8449
H5 0.9876 -3.3136 -0.8832
H6 6.2713 0.2546 -2.0373
H7 2.7762 4.2933 1.2588
H8 -4.3627 -0.3188 -1.2292
H9 -0.4685 6.6036 1.1401
H10 2.9004 -1.2233 -3.6472
H11 2.7460 -3.2520 -0.8905
H12 -3.2900 0.2852 7.0654
H13 -7.0657 -2.0760 0.9970
H14 0.1320 -3.9416 -5.4276
H15 2.5532 -2.4786 3.7960
H16 1.4603 2.5995 -5.9913
H17 1.0009 -0.5902 3.1993
H18 -4.7031 0.8590 -2.4908
H19 3.6468 0.7947 2.5292
H20 -1.3125 -4.1998 -1.6559
H21 1.0570 -3.5546 3.0551
H22 2.8924 -1.0089 4.6986
H23 -3.5725 1.2577 -1.2030
H24 -4.4912 -2.2215 -2.3907
H25 -1.4024 1.9451 -1.2479
H26 -2.6836 -3.6386 2.7125
H27 -1.7608 1.8567 -2.9843
H28 4.9076 3.4563 0.2976
H29 2.8747 -3.2332 1.5240
H30 -1.6688 5.9673 -1.0409
H31 -5.2729 -0.4332 1.5004
H32 2.4372 1.3315 3.6838
H33 -3.1459 -2.1700 -0.3055
H34 -6.6496 -4.4840 1.3396
H35 -3.4142 -3.4372 -3.0775
H36 -1.2555 0.6118 -4.1176
H37 -0.6389 -2.3228 3.7906
H38 4.0796 3.0162 -1.1922
H39 -2.8288 1.3922 -4.2786
H40 -0.6419 2.4322 0.0157
H41 4.3019 5.8050 0.0168
H42 6.6038 -1.0286 0.0468
H43 4.6753 -1.6948 1.4071
H44 -0.4012 4.9463 1.7328
H45 -1.0126 -3.4202 -0.1012
H46 -1.0922 1.8208 2.5510
H47 0.4235 1.4945 2.4927
H48 -2.3999 -4.4899 -0.2955
H49 0.8652 -4.8014 1.8348
H50 -0.1709 -2.5253 6.2261
H51 -1.1487 4.5442 -1.9329
H52 -3.2015 -0.8064 -3.4379
H53 0.7348 5.9402 -0.9257
H54 1.2467 0.7254 -4.4599
H55 3.4412 5.4893 -1.4814
H56 2.1592 1.4378 1.9168
H57 4.0054 0.8930 -2.7501
H58 -3.7656 0.4887 4.6411
H59 2.6443 6.3558 -0.1578
H60 2.4152 -3.0016 -5.2602
H61 -0.1643 -3.3667 1.8004
H62 -1.6379 -3.1305 -3.9401
H63 -4.4756 -5.2696 2.1998
H64 -4.3501 -3.8015 -1.6429
H65 -1.8211 4.3949 -0.2934
H66 1.5288 5.2963 -2.6989
H67 1.9183 -4.6946 -0.3009
H68 3.9297 -1.4640 3.3628

Atom charges from the Löwdin analysis, given in e for atoms 1 to 99: 0.516 1.071 1.067 1.064 1.091 0.689 -0.621 -0.093 -0.190 -0.041 -0.085 -0.512 -0.098 -0.049 -0.048 -0.304 -0.382 -0.084 -0.045 -0.045 -0.076 -0.307 -0.098 -0.511 -0.397 -0.113 -0.085 -0.043 -0.058 -0.111 -0.384 -0.359 -0.095 -0.502 -0.044 -0.048 -0.507 -0.090 -0.109 -0.044 -0.044 -0.081 -0.375 -0.111 -0.073 -0.538 -0.090 -0.070 -0.107 -0.105 -0.272 -0.071 -0.043 -0.562 -0.069 -0.047 -0.082 0.067 0.044 0.117 0.119 0.050 0.118 0.100 0.057 0.091 0.103 0.081 0.119 0.119 0.117 0.061 0.116 0.076 0.097 0.090 0.084 0.057 0.094 0.067 0.069 0.033 0.119 0.062 0.093 0.110 0.092 0.114 0.100 0.064 0.120 0.071 0.071 0.080 0.077 0.100 -0.023 0.091 0.116

Record 3
The following is a quantum chemistry calculation of C48H69N3O4P3S2Ti as an isolated structure in a non-equilibrium geometry, from the OMol25 dataset.

Values from the calculation:
* total charge: +1
* ΔE to the lowest compared entry with this formula, charge and spin: 0.942 eV
* Kohn-Sham gap: 6.468 eV
* spin multiplicity: 1

Cartesian coordinates (Å):
Ti1 0.3177 -0.0013 0.0998
S1 -2.2240 -0.1837 0.1658
S2 -4.1293 2.1451 0.5551
P1 -0.1207 -1.9219 1.7902
P2 2.5955 -0.6111 -1.5486
P3 -0.3802 1.8784 -1.8195
O1 -0.4848 2.1000 -3.3964
O2 1.7236 0.1497 1.2218
O3 -0.9047 3.2662 -1.2335
O4 1.2274 2.0573 -1.6858
N1 -1.6432 2.2186 1.2423
N2 -0.2957 1.7877 1.1877
N3 -0.0280 -1.5546 -1.0717
C1 1.3956 -0.8042 -2.9047
C2 0.6021 -0.6593 -5.1961
C3 -2.2569 -5.0108 0.1229
C4 -5.5048 2.1938 5.7775
C5 -2.2566 -1.9137 3.6786
C6 4.5981 1.8414 2.5913
C7 -0.1015 -0.6452 4.2403
C8 4.0641 0.1958 -2.3341
C9 3.2389 -3.3104 -2.4680
C10 4.1063 3.1432 2.7359
C11 1.9243 3.2036 -2.2639
C12 0.3888 -3.9611 3.7400
C13 0.0356 4.0382 2.1404
C14 -1.8313 -4.0580 1.0336
C15 2.6166 3.9917 -1.1815
C16 1.5973 -0.4818 -4.2421
C17 -1.0664 -2.9559 0.6570
C18 -0.7316 -2.7419 -0.6949
C19 2.7999 3.4102 2.3969
C20 0.1481 -1.2612 -2.4740
C21 -1.0647 -3.7640 -1.5897
C22 -0.6357 -1.1177 -4.7564
C23 4.9682 0.8301 -1.2657
C24 -5.2055 1.1226 1.6039
C25 0.5253 2.6927 1.6858
C26 0.8504 -0.3696 -6.6550
C27 3.7871 0.8483 2.0917
C28 -1.2792 4.4867 -1.8982
C29 -5.3873 3.1955 4.8180
C30 -5.5315 0.8655 5.3775
C31 -2.6061 4.9646 -1.3627
C32 4.8935 -0.6722 -3.2822
C33 -2.9148 1.5802 -3.3564
C34 -5.2844 1.5339 3.0637
C35 -1.8144 -4.8610 -1.1864
C36 1.0174 -3.1502 2.6050
C37 -5.2795 2.8681 3.4726
C38 4.1255 -2.5507 -0.2165
C39 1.9463 2.4113 1.8890
C40 -5.4238 0.5434 4.0289
C41 -0.8725 -1.3838 -3.4176
C42 -2.5192 1.4079 0.7706
C43 -3.0968 -6.1898 0.5545
C44 -1.7079 1.9872 -4.1792
C45 1.6164 -4.1249 1.5806
C46 2.4729 1.1304 1.7123
C47 3.0069 -2.4025 -1.2552
C48 -1.0725 -1.1172 3.1495
H1 -2.0648 -5.6194 -1.9233
H2 -5.4731 -0.4945 3.7194
H3 3.6212 1.0112 -2.9077
H4 0.0152 0.1798 -7.0992
H5 2.5610 -0.0999 -4.5687
H6 1.9955 -3.6242 0.6963
H7 5.5053 0.0644 -0.6981
H8 -1.5120 1.2560 -4.9514
H9 0.1936 4.1456 3.2162
H10 1.8305 -2.5379 3.0032
H11 -2.5113 -6.8944 1.1518
H12 -2.8256 -1.2832 4.3601
H13 1.7581 0.2207 -6.7948
H14 -5.5835 2.4508 6.8281
H15 -3.1110 2.2855 -2.5466
H16 4.4019 1.4296 -0.5544
H17 0.7559 -0.1158 3.8098
H18 -1.4578 -0.2225 2.6860
H19 0.6113 4.8205 1.6397
H20 -2.5625 5.0737 -0.2733
H21 -1.0098 4.1637 1.9218
H22 4.2551 -3.6045 0.0549
H23 5.6010 -0.0315 -3.8198
H24 2.5237 -3.1170 -3.2705
H25 4.2916 -1.2033 -4.0214
H26 3.1603 4.8317 -1.6265
H27 2.0811 -2.7262 -0.8017
H28 5.7150 1.4763 -1.7382
H29 0.2842 -1.4614 4.8509
H30 -1.9457 -2.8067 4.2260
H31 -1.8558 -1.7042 -3.0955
H32 -2.7698 0.5887 -2.9108
H33 0.8671 -4.8522 1.2536
H34 1.8837 4.3848 -0.4701
H35 4.1510 -0.1646 1.9684
H36 2.6321 2.8140 -2.9906
H37 3.3270 3.3693 -0.6329
H38 3.8944 -1.9976 0.6998
H39 1.1245 -4.7012 4.0674
H40 -0.5040 5.2171 -1.6805
H41 -2.1073 -4.1766 2.0780
H42 -5.1837 3.6547 2.7332
H43 -1.4445 -1.2510 -5.4738
H44 0.1189 -3.3687 4.6105
H45 -0.4928 -4.5088 3.4029
H46 5.0875 -2.1939 -0.6030
H47 -5.6414 0.0765 6.1160
H48 -0.6208 0.0498 4.9047
H49 -3.7990 1.5458 -3.9960
H50 -6.1830 1.2116 1.1262
H51 5.6225 1.6122 2.8707
H52 -3.4867 -6.7324 -0.3087
H53 2.4254 4.4176 2.5235
H54 -1.3069 4.3383 -2.9733
H55 -0.7308 -3.7161 -2.6161
H56 -2.8458 5.9367 -1.8054
H57 -2.9182 -2.2125 2.8633
H58 1.2168 3.8250 -2.8045
H59 4.2474 -3.2142 -2.8719
H60 -1.8589 2.9516 -4.6588
H61 -3.4109 4.2675 -1.5986
H62 3.1083 -4.3527 -2.1552
H63 -4.8820 0.0859 1.5041
H64 0.9638 -1.2970 -7.2217
H65 -3.9458 -5.8699 1.1634
H66 4.7385 3.9312 3.1309
H67 -5.3822 4.2388 5.1199
H68 5.4792 -1.4089 -2.7262
H69 2.4435 -4.6714 2.0437

Atom charges from the Löwdin analysis, given in e for atoms 1 to 99: 0.731 0.723 0.903 1.091 1.133 0.792 -0.257 -0.299 -0.288 -0.351 -0.068 -0.048 -0.194 -0.321 -0.268 -0.267 -0.089 -0.088 -0.051 -0.085 -0.514 -0.081 -0.062 -0.232 -0.094 -0.003 -0.054 -0.043 -0.035 -0.357 -0.326 -0.030 -0.333 -0.012 -0.046 -0.103 -0.410 -0.206 -0.036 -0.013 -0.248 -0.078 -0.084 -0.062 -0.101 -0.065 -0.281 -0.020 -0.474 -0.060 -0.104 -0.115 -0.062 -0.042 -1.040 -0.041 -0.224 -0.089 -0.320 -0.517 -0.530 0.119 0.109 0.076 0.080 0.105 0.032 0.072 0.092 0.107 0.108 0.084 0.077 0.080 0.104 0.047 0.042 0.069 0.040 0.086 0.080 0.064 0.085 0.091 0.073 0.064 0.094 0.048 0.089 0.064 0.068 0.122 0.057 0.088 0.070 0.110 0.109 0.065 0.058